[1]
C6H18KO8V as an isolated structure at a distorted geometry. Source: the OMol25 dataset; level of theory: wB97M-V/def2-TZVPD.

The geometry in XYZ format:
```
34
Properties=species:S:1:pos:R:3
K 0.13 0.51 1.51
O 4.08 -0.81 4.51
V 3.93 -0.17 3.09
O 2.48 0.52 3.02
C -2.53 -2.38 0.38
C -3.04 -1.11 -0.24
O -2.48 -0.01 0.51
O -2.83 -3.42 -0.54
H -3.02 -2.54 1.35
H -1.45 -2.33 0.59
H -4.13 -1.08 -0.20
H -2.76 -1.05 -1.30
H -3.00 0.77 0.30
H -2.38 -4.23 -0.28
C 0.69 -1.11 -1.61
C 0.66 -2.63 -1.52
O 1.83 -3.27 -1.99
O 1.56 -0.49 -0.61
H -0.30 -0.70 -1.42
H 1.02 -0.79 -2.60
H -0.15 -3.00 -2.15
H 0.44 -2.94 -0.49
H 2.64 -2.80 -1.75
H 2.41 -0.94 -0.63
C 0.24 3.72 -0.46
C 1.02 3.88 0.78
O 1.90 2.76 1.06
O -0.82 2.75 -0.25
H 0.87 3.36 -1.27
H -0.18 4.70 -0.67
H 0.35 4.03 1.64
H 1.62 4.79 0.68
H 2.65 3.14 1.53
H -1.46 2.89 -0.96
```

For the HOMO-LUMO gap, the calculation gives 3.7 eV. The charge is +2.

Here are the Mulliken charges for atoms 1 to 2, given in e: number 1, K, carries 0.827; number 2, O, carries -0.367

=====

[2]
A 2-piece molecular cluster, C6H18N2 overall at a distorted geometry. Source: the OMol25 dataset; level of theory: wB97M-V/def2-TZVPD.

The geometry in XYZ format:
```
26
Properties=species:S:1:pos:R:3
C 0.11 -0.86 1.35
N 0.88 -1.99 0.81
C 2.14 -1.62 0.13
C 1.16 -2.79 1.96
H -0.19 -0.19 0.53
H 0.67 -0.27 2.09
H -0.80 -1.25 1.84
H 2.81 -2.44 -0.18
H 2.71 -0.92 0.76
H 1.81 -1.08 -0.78
H 1.80 -2.36 2.75
H 1.61 -3.74 1.62
H 0.17 -3.00 2.39
C -1.01 1.21 0.16
N -1.44 2.12 -0.99
C -0.28 2.66 -1.69
C -2.17 1.39 -1.93
H -1.94 0.78 0.56
H -0.52 1.79 0.96
H -0.34 0.40 -0.15
H 0.31 1.92 -2.26
H 0.39 3.17 -0.98
H -0.68 3.40 -2.40
H -2.59 2.14 -2.62
H -3.01 0.89 -1.41
H -1.62 0.64 -2.51
```

The energy relative to the best compared isomer or geometry (same formula, charge and spin) comes out at 326.8 kJ/mol. For the HOMO-LUMO gap, the calculation gives 9.3 eV.

Here are the Mulliken charges for atoms 1 to 2, given in e: number 1, C, carries -0.307; number 2, N, carries -0.155

=====

[3]
An isolated ion of composition C6H18N2 and charge +2 at a distorted geometry. Source: the OMol25 dataset; level of theory: wB97M-V/def2-TZVPD.

The geometry in XYZ format:
```
26
Properties=species:S:1:pos:R:3
C -2.53 1.10 -0.85
C -1.12 1.21 -1.38
N -1.17 1.10 -2.91
C -0.25 0.05 -0.88
C -0.01 0.07 0.64
C 1.45 0.02 1.10
C 2.02 -1.38 1.37
N 1.85 -1.80 2.80
H -2.94 0.11 -1.07
H -3.21 1.73 -1.44
H -2.63 1.32 0.20
H -0.59 2.14 -1.20
H -1.68 1.85 -3.37
H -0.27 0.97 -3.26
H -1.69 0.25 -3.14
H -0.66 -0.92 -1.18
H 0.72 0.03 -1.39
H -0.55 -0.78 1.08
H -0.47 0.95 1.08
H 2.13 0.45 0.36
H 1.56 0.67 1.98
H 1.48 -2.04 0.72
H 3.09 -1.46 1.18
H 2.42 -2.61 3.04
H 0.89 -1.99 3.10
H 2.13 -1.02 3.41
```

The energy relative to the best compared isomer or geometry (same formula, charge and spin) comes out at 0.0 kJ/mol. For the HOMO-LUMO gap, the calculation gives 13.1 eV. The charge is +2.

Here are the Mulliken charges for atoms 1 to 2, given in e: number 1, C, carries -1.298; number 2, C, carries -0.053

=====

[4]
A 2-piece molecular cluster, C6H18N2O overall at a distorted geometry. Source: the OMol25 dataset; level of theory: wB97M-V/def2-TZVPD.

The geometry in XYZ format:
```
27
Properties=species:S:1:pos:R:3
C 0.32 2.25 -2.20
N 0.99 1.04 -1.70
C 0.71 1.00 -0.20
C 1.01 -0.39 0.41
N 1.78 -0.29 1.71
C -0.41 -1.15 0.64
C -0.20 -2.67 0.77
C -1.39 -0.91 -0.53
H 0.80 3.19 -1.92
H -0.71 2.26 -2.06
H 0.51 2.21 -3.35
H 0.63 0.23 -2.19
H -0.32 1.24 0.04
H 1.31 1.77 0.35
H 1.69 -0.85 -0.35
H 1.47 -0.93 2.46
H 2.79 -0.42 1.56
H -0.83 -0.63 1.52
H -1.13 -3.32 0.70
H 0.25 -3.05 1.78
H 0.45 -3.01 -0.05
H -0.97 -1.45 -1.47
H -1.47 0.17 -0.84
H -2.34 -1.37 -0.29
O -1.62 1.35 1.96
H -1.31 2.21 2.09
H -2.02 1.53 1.12
```

The energy relative to the best compared isomer or geometry (same formula, charge and spin) comes out at 150.1 kJ/mol. For the HOMO-LUMO gap, the calculation gives 9.6 eV.

Here are the Mulliken charges for atoms 1 to 2, given in e: number 1, C, carries -0.926; number 2, N, carries -0.431

=====

[5]
A 2-piece molecular cluster, C6H18N2O overall. Source: the OMol25 dataset; level of theory: wB97M-V/def2-TZVPD.

The geometry in XYZ format:
```
27
Properties=species:S:1:pos:R:3
C 1.27 -2.77 0.36
C 0.76 -1.56 1.12
N -0.42 -0.96 0.48
C -0.24 0.38 -0.07
C 0.81 0.38 -1.19
C 0.74 1.65 -2.02
C 0.05 1.47 0.99
N -0.98 2.50 0.97
H 2.02 -3.33 0.93
H 0.45 -3.45 0.13
H 1.72 -2.49 -0.59
H 0.51 -1.85 2.14
H 1.56 -0.82 1.19
H -1.19 -0.95 1.14
H -1.19 0.65 -0.56
H 0.64 -0.50 -1.80
H 1.81 0.26 -0.76
H -0.18 1.67 -2.61
H 1.59 1.73 -2.70
H 0.74 2.54 -1.38
H 0.17 1.00 1.97
H 1.00 1.95 0.78
H -0.81 3.22 1.66
H -1.89 2.12 1.16
O -3.34 -1.13 -0.41
H -2.48 -1.55 -0.52
H -3.14 -0.19 -0.38
```

The energy relative to the best compared isomer or geometry (same formula, charge and spin) comes out at 22.6 kJ/mol. For the HOMO-LUMO gap, the calculation gives 9.9 eV.

Here are the Mulliken charges for atoms 1 to 2, given in e: number 1, C, carries -1.264; number 2, C, carries -0.507

=====

[6]
A 3-piece molecular cluster, C6H18N2O2 overall at a distorted geometry. Source: the OMol25 dataset; level of theory: wB97M-V/def2-TZVPD.

The geometry in XYZ format:
```
28
Properties=species:S:1:pos:R:3
C -2.63 -0.32 -0.95
C -2.50 -0.84 0.26
C -1.29 -1.09 1.11
C 0.04 -0.50 0.61
C 1.22 -1.33 1.08
N 2.37 -1.03 0.20
N 0.13 0.92 1.13
C -0.06 1.96 0.14
H -3.60 0.03 -1.28
H -1.88 0.17 -1.56
H -3.39 -1.32 0.69
H -1.11 -2.18 1.19
H -1.52 -0.87 2.15
H 0.05 -0.47 -0.48
H 1.00 -2.39 0.95
H 1.41 -1.06 2.13
H 2.20 -0.11 -0.18
H 3.27 -0.95 0.63
H 1.06 0.97 1.55
H 0.64 1.88 -0.70
H -1.01 1.89 -0.39
H 0.03 2.90 0.69
O 3.71 1.47 0.83
H 3.87 2.43 0.79
H 4.48 1.14 1.28
O -2.21 -0.52 -4.32
H -1.41 -0.67 -3.80
H -2.87 -0.11 -3.78
```

The energy relative to the best compared isomer or geometry (same formula, charge and spin) comes out at 170.3 kJ/mol. For the HOMO-LUMO gap, the calculation gives 9.1 eV.

Here are the Mulliken charges for atoms 1 to 2, given in e: number 1, C, carries -0.642; number 2, C, carries -0.035

=====

[7]
An isolated ion of composition C6H18N2OP and charge +1 at a distorted geometry. Source: the OMol25 dataset; level of theory: wB97M-V/def2-TZVPD.

The geometry in XYZ format:
```
28
Properties=species:S:1:pos:R:3
C -0.62 2.12 1.85
N 0.08 0.97 1.41
C 1.17 0.73 2.24
C 0.41 0.92 -0.04
C -0.61 -0.01 -0.72
O -1.29 -0.99 0.11
P -1.54 -0.91 1.80
N -0.09 -0.93 -1.82
C -0.08 -0.26 -3.13
C 1.00 -1.82 -1.34
H -1.10 1.99 2.79
H 0.03 3.08 1.93
H -1.49 2.33 1.16
H 1.73 -0.09 2.10
H 1.87 1.60 2.44
H 0.73 0.75 3.21
H 1.46 0.47 -0.06
H 0.29 1.81 -0.48
H -1.45 0.46 -1.36
H -0.56 -1.78 2.02
H -2.20 -2.23 1.63
H -0.86 -1.62 -1.86
H -1.02 0.32 -3.21
H 0.74 0.36 -3.21
H -0.19 -0.99 -3.90
H 1.87 -1.18 -1.06
H 0.57 -2.40 -0.48
H 1.16 -2.69 -2.01
```

The energy relative to the best compared isomer or geometry (same formula, charge and spin) comes out at 76.3 kJ/mol. For the HOMO-LUMO gap, the calculation gives 9.1 eV. The charge is +1.

Here are the Mulliken charges for atoms 1 to 2, given in e: number 1, C, carries -1.207; number 2, N, carries 0.427

=====

[8]
C6H18N3OPRb as an isolated structure at a distorted geometry. Source: the OMol25 dataset; level of theory: wB97M-V/def2-TZVPD.

The geometry in XYZ format:
```
30
Properties=species:S:1:pos:R:3
Rb 1.81 1.04 4.18
O -0.23 0.72 2.13
P -0.08 0.21 0.74
N 1.06 -0.98 0.39
C 1.43 -2.05 1.27
C 1.89 -0.96 -0.84
N 0.21 1.49 -0.34
C -0.48 1.59 -1.62
C 1.18 2.51 0.02
N -1.53 -0.44 0.15
C -2.84 -0.15 0.74
C -1.57 -1.32 -1.00
H 1.13 -3.03 0.86
H 1.07 -2.08 2.30
H 2.53 -2.17 1.27
H 1.66 -1.89 -1.35
H 2.93 -0.88 -0.51
H 1.68 -0.10 -1.46
H -0.25 2.52 -2.13
H -0.25 0.73 -2.25
H -1.56 1.58 -1.48
H 0.73 3.50 0.01
H 1.62 2.31 1.00
H 2.01 2.50 -0.70
H -2.76 0.02 1.82
H -3.08 0.85 0.35
H -3.63 -0.84 0.46
H -0.58 -1.50 -1.43
H -2.09 -0.90 -1.88
H -1.99 -2.27 -0.67
```

The energy relative to the best compared isomer or geometry (same formula, charge and spin) comes out at 57.8 kJ/mol. For the HOMO-LUMO gap, the calculation gives 7.8 eV. The charge is +1.

Here are the Mulliken charges for atoms 1 to 2, given in e: number 1, Rb, carries 0.995; number 2, O, carries -0.940

=====

[9]
A 2-piece molecular cluster, C6H18N4 overall at a distorted geometry. Source: the OMol25 dataset; level of theory: wB97M-V/def2-TZVPD.

The geometry in XYZ format:
```
28
Properties=species:S:1:pos:R:3
C 0.81 1.37 -0.39
C 1.11 -1.70 0.52
C 0.53 -0.16 2.28
C 2.20 0.94 -0.71
N 0.38 -0.51 0.89
H 0.66 1.87 0.56
H 0.43 2.00 -1.19
H 1.57 0.12 2.50
H 0.41 -2.56 0.57
H 1.42 -1.65 -0.52
H 1.98 -1.87 1.16
H 0.25 -0.99 2.95
H -0.10 0.70 2.54
H 2.75 1.80 -1.11
H 2.22 0.19 -1.50
H 2.74 0.56 0.15
C -2.08 1.36 -0.99
N -0.99 0.40 -0.87
N -0.87 -0.34 -2.08
C -1.19 -0.57 0.39
N -1.68 -1.75 0.03
H -1.53 -1.12 -1.97
H 0.04 -0.80 -2.06
H -2.29 -2.13 0.74
H -1.68 0.03 1.17
H -1.91 2.00 -1.85
H -2.14 1.96 -0.08
H -3.03 0.83 -1.12
```

The energy relative to the best compared isomer or geometry (same formula, charge and spin) comes out at 543.4 kJ/mol. For the HOMO-LUMO gap, the calculation gives 7.5 eV.

Here are the Mulliken charges for atoms 1 to 2, given in e: number 1, C, carries -0.133; number 2, C, carries -1.313

=====

[10]
A 2-piece molecular cluster, C6H18N4P2 overall at a distorted geometry. Source: the OMol25 dataset; level of theory: wB97M-V/def2-TZVPD.

The geometry in XYZ format:
```
30
Properties=species:S:1:pos:R:3
C -4.60 0.24 -1.76
C -3.95 0.11 0.63
C 3.30 -1.70 0.40
C 1.69 -2.14 -1.54
C 2.54 2.52 0.53
C 1.43 0.91 2.06
N -1.15 -0.15 0.29
N -3.56 -0.05 -0.74
N 2.14 -1.26 -0.44
N 2.02 1.13 0.72
P -1.78 0.03 -1.04
P 1.63 0.33 -0.68
H -4.99 1.29 -1.58
H -4.08 0.23 -2.67
H -5.48 -0.45 -1.96
H -4.67 0.91 0.80
H -4.32 -0.83 1.18
H -2.99 0.37 1.09
H 3.75 -2.48 -0.12
H 3.98 -0.84 0.32
H 2.87 -1.99 1.39
H 1.94 -3.23 -1.26
H 0.60 -2.19 -1.57
H 2.07 -1.84 -2.50
H 2.60 2.78 -0.50
H 1.80 3.21 0.85
H 3.53 2.50 0.96
H 0.48 1.32 2.12
H 1.11 -0.11 2.16
H 2.11 1.38 2.86
```

The energy relative to the best compared isomer or geometry (same formula, charge and spin) comes out at 91.8 kJ/mol. For the HOMO-LUMO gap (alpha / beta), the calculation gives 6.2 / 6.2 eV.

Here are the Mulliken charges for atoms 1 to 2, given in e: number 1, C, carries -0.831; number 2, C, carries -0.717

=====

[11]
A 3-piece molecular cluster, C6H18NO overall at a distorted geometry. Source: the OMol25 dataset; level of theory: wB97M-V/def2-TZVPD.

The geometry in XYZ format:
```
26
Properties=species:S:1:pos:R:3
C 1.27 1.10 1.52
C 0.17 1.08 0.44
C -0.96 0.08 0.79
C -1.93 0.13 -0.39
C -0.46 -1.34 1.01
C -1.59 -2.36 1.19
N 0.81 0.77 -0.79
H 0.94 1.43 2.51
H 2.16 1.65 1.24
H 1.63 0.08 1.63
H -0.32 2.05 0.50
H -1.50 0.45 1.66
H -1.38 -0.08 -1.30
H -2.23 1.18 -0.52
H -2.83 -0.46 -0.34
H 0.15 -1.40 1.91
H 0.25 -1.63 0.23
H -1.19 -3.32 1.51
H -2.18 -2.46 0.29
H -2.27 -1.95 1.96
H 2.93 -1.67 -1.98
H 1.48 3.97 -4.38
H 1.25 1.65 -1.12
H 1.72 3.54 -4.94
H 1.81 -0.82 -1.35
O 2.27 -1.67 -1.28
```

The energy relative to the best compared isomer or geometry (same formula, charge and spin) comes out at 0.0 kJ/mol. For the HOMO-LUMO gap (alpha / beta), the calculation gives 11.0 / 9.6 eV. Its expectation value of S² is 0.754. Its spin multiplicity is 2.

Here are the Mulliken charges for atoms 1 to 2, given in e: number 1, C, carries -1.505; number 2, C, carries 0.176

=====

[12]
A 4-piece molecular cluster, C6H18NO3 overall at a distorted geometry. Source: the OMol25 dataset; level of theory: wB97M-V/def2-TZVPD.

The geometry in XYZ format:
```
28
Properties=species:S:1:pos:R:3
C 1.91 1.58 0.34
C 2.44 0.50 -0.57
C 1.39 -0.41 -1.19
C 0.43 -1.00 -0.40
C -0.61 -1.78 -1.06
C -1.63 -2.50 -0.53
N 0.54 2.08 -0.09
H 2.62 2.40 0.42
H 1.75 1.07 1.30
H 3.13 0.91 -1.31
H 3.16 -0.17 -0.05
H 1.62 -0.71 -2.20
H 0.22 -0.83 0.65
H -0.57 -1.65 -2.14
H -1.81 -2.71 0.51
H -2.47 -2.69 -1.21
H 0.77 2.64 -0.88
H -0.01 2.44 0.69
H 0.09 1.22 -0.46
H -2.03 0.92 -1.38
H -1.21 0.21 -2.34
O -1.19 1.04 -1.85
H -0.51 -2.28 2.99
H -1.85 -1.81 2.57
O -1.00 -1.44 2.84
H -2.01 1.61 2.16
H -1.65 0.21 1.69
O -1.50 1.15 1.50
```

The energy relative to the best compared isomer or geometry (same formula, charge and spin) comes out at 0.0 kJ/mol. For the HOMO-LUMO gap (alpha / beta), the calculation gives 3.7 / 6.9 eV. Its expectation value of S² is 0.765. Its spin multiplicity is 2.

Here are the Mulliken charges for atoms 1 to 2, given in e: number 1, C, carries -0.751; number 2, C, carries -0.741

=====

no.,E_tot (Eh)
1,-2384.56565
2,-348.76500
3,-348.33231
4,-424.09269
5,-424.14123
6,-499.32737
7,-765.15010
8,-844.21683
9,-458.21728
10,-1140.97926
11,-369.29632
12,-519.71497